The following is a quantum chemistry calculation of 2 unconnected molecules or ions with the total composition C14H28N3O2PS at a distorted geometry, from the Open Molecules 2025 dataset.

As for the maximum force: 1.4 eV/A. The HOMO energy comes out at -6.311 eV.

Geometry as ORCA input:
```
! RIJCOSX wB97M-V def2-TZVPD def2/J DEFGRID3
* xyz 0 1
C 0.42108 3.42826 0.20756
C 1.04289 3.53351 -1.20307
P -0.13857 2.91567 -2.45378
C -1.70875 3.82310 -2.17014
C -0.37824 1.24737 -1.80027
C -1.48259 0.43234 -2.12235
N -1.66447 -0.76980 -1.64748
N -0.72513 -1.26927 -0.84382
C -1.05514 -2.60772 -0.33209
C -2.12053 -2.53392 0.77137
O -3.05336 -3.58587 0.57120
C -1.59091 -2.57544 2.19171
N -2.47229 -1.74961 3.04373
C 0.39097 -0.62303 -0.48243
C 1.44122 -1.17283 0.40732
C 2.61414 -1.83296 -0.34849
C 3.09191 -1.08294 -1.58068
S 4.69002 -1.74027 -2.17982
C 0.56147 0.67297 -0.97273
H 0.94263 4.12711 0.85490
H -0.62312 3.71881 0.21647
H 0.56580 2.46429 0.68159
H 1.91761 2.90260 -1.32612
H 1.29812 4.56542 -1.41546
H -2.52028 3.10581 -2.07427
H -1.69037 4.38992 -1.24621
H -1.92647 4.45098 -3.02288
H -2.25472 0.81188 -2.77242
H -0.15978 -3.15679 -0.07539
H -1.51165 -3.12805 -1.16506
H -2.65494 -1.59559 0.62552
H -3.90452 -3.21245 0.34189
H -0.57227 -2.19874 2.26507
H -1.67342 -3.59994 2.53771
H -2.07385 -1.72715 3.97555
H -2.40093 -0.78649 2.73242
H 1.06500 -1.90082 1.11331
H 1.85395 -0.34346 1.00999
H 3.44534 -1.85870 0.34936
H 2.38698 -2.86633 -0.60650
H 2.41671 -1.18367 -2.42223
H 3.28391 -0.04655 -1.33001
H 4.92242 -2.67727 -1.25555
H 1.45099 1.20006 -0.68890
C 0.14008 0.81367 2.72557
O 1.37168 1.20693 2.36075
H -0.31831 1.37982 3.57192
H -0.67711 0.89277 1.92163
H 0.03679 -0.25760 3.06159
*
```

***

The following is a quantum chemistry calculation of a molecular structure, C14H28O10S5 at a distorted geometry, from the Open Molecules 2025 dataset.

As for the maximum force: 4.7 eV/A. The HOMO energy comes out at -9.324 eV.

Geometry as ORCA input:
```
! RIJCOSX wB97M-V def2-TZVPD def2/J DEFGRID3
* xyz 0 1
O 4.89265 0.53068 -1.64901
C 4.47943 0.97040 -0.54037
C 4.03340 2.48881 -0.30625
O 2.60475 2.74505 -0.45001
S 1.77856 1.46072 -1.16070
O 0.41056 1.99726 -1.54649
O 1.42688 0.26005 0.05119
S -0.21855 -0.19018 -0.16662
H 4.45898 0.27316 0.38136
H 4.57986 3.23466 -0.98162
H 4.31839 2.75990 0.77925
H -0.86767 0.47801 0.88358
C -4.18938 1.48149 3.26153
C -5.15829 1.27377 2.09563
C -4.64365 0.08816 1.27684
S -3.74357 -0.95512 2.41889
O -2.34732 -0.95616 2.04121
O -4.48519 -2.17664 2.63239
C -3.94340 0.09653 3.84606
H -4.59536 2.16567 4.00900
H -3.25000 1.90412 2.89050
H -6.15506 1.04631 2.48679
H -5.24573 2.17023 1.47822
H -5.46165 -0.48149 0.83507
H -3.95152 0.41085 0.49694
H -3.05324 0.04617 4.47261
H -4.81503 -0.25671 4.40125
C -2.45630 -4.44746 2.89763
C -2.18806 -4.79902 1.43357
C -0.96399 -5.71675 1.39839
S -0.94076 -6.58012 2.96602
O 0.23097 -6.16513 3.70285
O -1.26046 -7.97330 2.74809
C -2.36589 -5.76241 3.66157
H -3.42823 -3.97505 3.02797
H -1.69051 -3.75173 3.25634
H -3.05502 -5.32520 1.02068
H -2.02785 -3.90513 0.82653
H -1.02782 -6.44270 0.58731
H -0.03806 -5.14543 1.31396
H -2.23055 -5.62791 4.73438
H -3.23821 -6.39056 3.46807
C 4.56079 3.50254 -5.80878
C 3.24577 2.99252 -5.21547
C 3.22329 3.39298 -3.73940
S 4.21913 4.87336 -3.60653
O 5.38822 4.57169 -2.80992
O 3.36224 6.00087 -3.32003
C 4.70452 4.93878 -5.32219
H 4.56233 3.44663 -6.89915
H 5.39308 2.89606 -5.43742
H 2.40478 3.46074 -5.73700
H 3.14225 1.91159 -5.33199
H 2.21038 3.60685 -3.39570
H 3.67556 2.62428 -3.10971
H 5.72118 5.32167 -5.40684
H 4.00834 5.60165 -5.84048
*
```

***

The following is a quantum chemistry calculation of a molecular structure, C14H29BrGdN6O at a distorted geometry, from the Open Molecules 2025 dataset.

As for the maximum force: 2.9 eV/A. The HOMO energy (alpha / beta) comes out at -17.475 / -17.465 eV. The value obtained for the energy relative to the best compared isomer or geometry (same formula, charge and spin) is 24.5 kJ/mol.

Geometry as ORCA input:
```
! RIJCOSX wB97M-V def2-TZVPD def2/J DEFGRID3
* xyz 3 8
Gd -0.05036 -0.90373 -0.32378
N -1.50890 -2.68865 -1.24733
C -1.87899 -3.71741 -0.21569
C -1.85229 -3.14017 1.23001
N -0.64420 -2.32742 1.62093
C 0.50312 -3.19245 2.02035
C 1.37212 -3.65899 0.90205
N 1.81992 -2.46783 0.10014
H -2.33689 -2.27411 -1.61004
H -0.98887 -3.14281 -2.01126
H -1.28756 -4.66888 -0.27451
H -2.90989 -3.99933 -0.34239
H -1.90346 -4.04831 1.85603
H -2.73505 -2.50873 1.41548
H -0.86419 -1.76183 2.46215
H 0.13061 -4.11069 2.55803
H 1.09168 -2.67229 2.79208
H 0.77945 -4.36629 0.29888
H 2.22311 -4.21473 1.39981
H 2.46745 -2.75870 -0.64960
H 2.45147 -1.93345 0.70753
Br 1.66927 2.11295 -6.49187
C 0.98543 1.12867 -5.00767
C -0.35368 1.10137 -4.58373
C -0.64811 0.48738 -3.38658
N 0.30518 -0.06760 -2.60732
C 1.59840 -0.12120 -3.04034
C 1.96283 0.56721 -4.19433
H -1.17178 1.41548 -5.21323
H -1.67555 0.47698 -3.00468
H 2.28698 -0.64223 -2.40777
H 3.00339 0.58201 -4.38077
C 2.28278 2.16872 1.02038
N 1.00052 2.89046 1.25703
C 1.01749 4.32587 0.81843
C -0.11170 2.10377 1.36542
O -0.07136 0.89916 0.91590
N -1.20300 2.58959 1.97994
C -1.35008 3.88359 2.65319
C -2.33857 1.68801 1.94229
H 3.12068 2.83688 1.04069
H 2.15821 1.63363 0.05154
H 2.48932 1.43760 1.86184
H 1.87600 4.46360 0.12615
H 1.20461 4.97343 1.69527
H 0.10727 4.61908 0.26982
H -0.41350 4.14894 3.15454
H -2.03474 3.84672 3.52529
H -1.75197 4.70605 2.06126
H -2.33167 1.14833 0.97378
H -3.27333 2.20744 2.14600
H -2.21760 0.94491 2.77065
*
```

***

The following is a quantum chemistry calculation of 8 unconnected molecules or ions with the total composition C14H29F3O14 at a distorted geometry, from the Open Molecules 2025 dataset.

As for the maximum force: 2.2 eV/A. The HOMO energy comes out at -9.945 eV. The value obtained for the energy relative to the best compared isomer or geometry (same formula, charge and spin) is 0.0 kJ/mol.

Geometry as ORCA input:
```
! RIJCOSX wB97M-V def2-TZVPD def2/J DEFGRID3
* xyz 0 1
C 8.35720 -7.71137 14.68132
C 7.50537 -8.95928 14.84309
O 7.60919 -9.52119 13.56134
C 7.91667 -8.52873 12.67333
O 7.96319 -8.67432 11.49684
O 8.07296 -7.36321 13.33220
F 6.18430 -8.65634 15.07796
H 9.38643 -8.08585 14.76371
H 8.23286 -6.90727 15.39454
H 7.78763 -9.65224 15.63029
C 8.69825 -12.62971 5.25279
C 8.97948 -13.73417 6.25359
O 10.29934 -13.42203 6.63078
C 10.90089 -12.73192 5.59523
O 12.04162 -12.42788 5.57546
O 9.99814 -12.49085 4.62871
F 8.86306 -14.98344 5.74935
H 8.58076 -11.67904 5.77574
H 7.88112 -12.83779 4.57182
H 8.33073 -13.58234 7.12022
C 4.62554 -10.60128 7.71877
C 4.87304 -9.09493 7.72375
O 5.26203 -8.83209 6.40201
C 4.83297 -9.83197 5.59876
O 4.86484 -9.82242 4.41542
O 4.35065 -10.86072 6.33483
F 5.87695 -8.72993 8.55563
H 3.78676 -10.98722 8.29155
H 5.52489 -11.12672 8.05727
H 3.96794 -8.56502 8.03151
C 12.93168 -12.98633 9.68830
O 14.20580 -12.51962 10.06207
H 12.54369 -12.49650 8.78527
H 12.92234 -14.04678 9.44185
H 12.19278 -12.83962 10.48717
H 14.13028 -11.58489 10.26726
C 5.85003 -13.56631 9.88382
O 6.11126 -13.49450 8.48134
H 4.96436 -14.17527 10.08868
H 6.65429 -14.13943 10.35706
H 5.77245 -12.54918 10.24573
H 5.91247 -14.33762 8.06636
C 10.64461 -7.17354 10.09909
O 11.94414 -7.17538 10.69629
H 9.83869 -7.22606 10.82948
H 10.44788 -6.23151 9.57378
H 10.62491 -7.97865 9.36772
H 12.32430 -6.29751 10.63494
C 9.47098 -11.43024 9.69010
O 8.22574 -11.00073 9.10756
H 10.17558 -10.62276 9.88509
H 9.13984 -11.99158 10.56431
H 9.89538 -12.08146 8.92929
H 7.76558 -10.36572 9.66642
C 11.06297 -10.06087 12.96614
O 12.28841 -10.64971 13.41881
H 11.17829 -8.98569 12.80232
H 10.80776 -10.51680 12.01229
H 10.30105 -10.22433 13.72888
H 12.95335 -9.95876 13.45393
*
```

***

The following is a quantum chemistry calculation of 2 unconnected molecules or ions with the total composition C14H29FN2O2 at a distorted geometry, from the Open Molecules 2025 dataset.

As for the maximum force: 6.1 eV/A. The HOMO energy comes out at -6.351 eV.

Geometry as ORCA input:
```
! RIJCOSX wB97M-V def2-TZVPD def2/J DEFGRID3
* xyz 0 1
C 1.95575 2.52403 -1.62872
C 2.32808 1.13137 -0.83483
C 3.88001 1.13894 -0.22044
F 4.34912 2.51830 0.10411
N 4.85492 0.31660 -1.03021
C 5.38750 1.05736 -2.23465
C 4.39094 1.09080 -3.53462
O 4.99865 0.67087 -4.80526
H 1.19807 3.19309 -1.01746
H 1.42963 2.25818 -2.66335
H 2.91261 3.16615 -1.93400
H 2.16615 0.17429 -1.49247
H 1.57453 1.04467 0.08546
H 3.78037 0.58722 0.83375
H 6.37571 0.47589 -2.56745
H 5.76317 2.16312 -1.99707
H 4.00384 2.20700 -3.69930
H 3.39809 0.45222 -3.36788
H 5.91745 0.28965 -4.68919
C -2.78530 -1.03417 3.39107
C -1.72822 -0.60478 2.33445
C -2.09144 0.79033 1.75115
C -3.22777 0.76545 0.73475
C -2.97457 -0.28133 -0.34832
C -2.69345 -1.69016 0.23384
N -1.62197 -1.67365 1.28451
O -0.38706 -1.51087 0.63048
C -4.00758 -2.27702 0.81448
C -2.35790 -2.65801 -0.94616
C -0.41269 -0.43303 3.16904
H -2.85164 -2.12539 3.47184
H -2.53327 -0.67270 4.39547
H -3.78215 -0.63989 3.17928
H -1.20975 1.22420 1.25924
H -2.35688 1.47904 2.56127
H -4.18399 0.57640 1.23295
H -3.32104 1.75419 0.26988
H -3.84003 -0.31396 -1.02136
H -2.12752 0.05001 -0.96214
H -3.82927 -3.24214 1.30180
H -4.74575 -2.44609 0.02055
H -4.50446 -1.62277 1.53081
H -1.50630 -2.31998 -1.54567
H -3.20457 -2.74187 -1.63960
H -2.13793 -3.66901 -0.57774
H -0.08952 -1.38812 3.59762
H -0.56380 0.26928 3.99641
H 0.41122 -0.02372 2.57365
*
```

***

Respective electronic energy values: -1604.36919; -3293.42226; -4293.40404; -1903.74111; -910.30792 Eh.